--- A ---
Density functional theory data (ωB97M-V with the def2-TZVPD basis set) for 4 unconnected molecules or ions with the total composition C3H16N2O3.

Its SMILES is NCCCN.O.O.O. The calculation puts the lowest unoccupied orbital energy at 0.8 eV. As for the net charge: 0. Its frontier orbital gap is 9.864 eV. As for the spin multiplicity: 1.

Geometry as XYZ:
```
24
C3H16N2O3 (ωB97M-V with the def2-TZVPD basis set)
N 1.16457 0.53944 1.88538
C 1.51690 1.04028 0.55438
C 0.18822 1.12187 -0.25762
C 0.37624 1.64779 -1.71065
N 0.81914 0.54960 -2.56917
H 1.71019 0.81478 2.68989
H 1.10358 -0.46480 1.84438
H 1.88034 2.05277 0.69970
H 2.22637 0.36638 0.05915
H -0.62934 1.83585 0.14588
H -0.23586 0.09492 -0.32079
H -0.57001 2.07559 -2.02617
H 1.12704 2.43980 -1.58233
H 1.45149 0.87938 -3.27324
H 0.03276 0.03907 -2.98236
O -1.95555 0.44022 1.90427
H -1.00342 0.48023 1.71020
H -2.35428 1.33358 1.79332
O 0.90716 -2.33202 -0.32603
H 0.01225 -2.68138 -0.24454
H 1.07839 -2.12757 -1.24897
O -2.43381 -2.29280 0.25601
H -2.11080 -2.65402 1.09076
H -2.57783 -1.34973 0.44625
```

=====

--- B ---
Density functional theory data (ωB97M-V with the def2-TZVPD basis set) for 4 unconnected molecules or ions with the total composition C3H16N2O3.

Its SMILES is CCNCN.O.O.O. The calculation puts the lowest unoccupied orbital energy at 0.5 eV. As for the net charge: 0. Its frontier orbital gap is 9.515 eV. As for the spin multiplicity: 1.

Geometry as XYZ:
```
24
C3H16N2O3 (ωB97M-V with the def2-TZVPD basis set)
C 1.47842 1.43388 1.43341
C 0.24391 0.62378 1.81404
N -0.66823 0.53172 0.65802
C -1.10990 1.78383 0.04294
N -1.71084 1.61764 -1.26125
H 1.63814 1.41378 0.36000
H 2.35967 0.98261 1.88692
H 1.34324 2.47959 1.70895
H 0.51912 -0.41354 2.02440
H -0.27274 0.94713 2.73069
H -1.29782 -0.24722 0.79274
H -0.28755 2.47814 0.06813
H -1.90070 2.22753 0.66512
H -1.01928 1.67647 -1.99660
H -2.27602 0.78505 -1.30713
O -0.08252 -2.52870 0.68830
H -0.75828 -2.29423 0.05051
H -0.60645 -2.98193 1.34550
O -0.47116 -1.81189 -2.01397
H 0.43391 -1.63166 -2.28995
H -0.39389 -1.23614 -1.23151
O 2.01646 -0.66957 -1.09835
H 2.14526 -1.59695 -0.79847
H 1.40278 -0.20728 -0.50900
```

=====

Which of them is the most stable? Correct choice: A.

=====

--- A ---
Density functional theory data (ωB97M-V with the def2-TZVPD basis set) for a single C21H26N2O4 molecule.

Its SMILES is COc1ccccc1CN1C[C@@H](C(=O)NCCc2ccc(C)o2)CCC1=O. The calculation puts the lowest unoccupied orbital energy at 0.7 eV. As for the net charge: 0. Its frontier orbital gap is 8.621 eV. As for the spin multiplicity: 1.

Geometry as XYZ:
```
53
C21H26N2O4 (ωB97M-V with the def2-TZVPD basis set)
C -3.60948 3.72100 -1.54414
O -2.37571 3.35033 -0.98319
C -1.61059 2.42233 -1.64204
C -1.97673 1.81729 -2.83727
C -1.14840 0.87537 -3.42271
C 0.05179 0.53205 -2.83207
C 0.42335 1.14031 -1.64707
C -0.38908 2.08603 -1.04485
C 0.02035 2.67998 0.27865
N -0.05631 1.66332 1.31830
C -1.39788 1.30387 1.72227
C -1.48153 -0.12130 2.26179
C -1.42888 -1.10294 1.08051
O -1.82017 -0.78722 -0.02327
N -1.01683 -2.35259 1.37568
C -0.99721 -3.41393 0.39778
C 0.40264 -4.02205 0.23228
C 1.37751 -3.05753 -0.35291
C 1.60729 -2.66955 -1.63630
C 2.67533 -1.73851 -1.58605
C 3.02480 -1.61821 -0.27541
C 4.06340 -0.79960 0.39905
O 2.23326 -2.41606 0.48190
C -0.40519 -0.27684 3.33246
C 0.96894 -0.08037 2.71221
C 1.07862 1.11070 1.77565
O 2.18213 1.51489 1.43619
H -4.03547 4.45346 -0.85934
H -3.48338 4.18103 -2.52967
H -4.28802 2.86556 -1.62567
H -2.91267 2.06055 -3.31528
H -1.45483 0.40719 -4.34677
H 0.69233 -0.20840 -3.28441
H 1.35633 0.87781 -1.17069
H -0.63075 3.51520 0.54392
H 1.05969 3.01416 0.23965
H -1.74741 2.01507 2.48407
H -2.04427 1.38835 0.84514
H -2.47404 -0.25874 2.70986
H -0.68371 -2.57559 2.29884
H -1.70065 -4.19936 0.69967
H -1.33225 -2.97446 -0.54417
H 0.32118 -4.89170 -0.42180
H 0.77386 -4.35250 1.20542
H 1.08618 -3.00849 -2.50833
H 3.12721 -1.23164 -2.41411
H 4.81915 -0.50037 -0.32107
H 4.52964 -1.36863 1.20088
H 3.61872 0.09950 0.83066
H -0.46190 -1.24270 3.84119
H -0.57583 0.49009 4.09299
H 1.24972 -0.95056 2.11172
H 1.73530 0.03447 3.48160
```

=====

--- B ---
Density functional theory data (ωB97M-V with the def2-TZVPD basis set) for a single C21H26N2O4 molecule.

Its SMILES is COc1cc(OC)cc(C(=O)NCC(=O)N[C@H](C)CCc2ccccc2)c1. The calculation puts the lowest unoccupied orbital energy at 0.7 eV. As for the net charge: 0. Its frontier orbital gap is 9.237 eV. As for the spin multiplicity: 1.

Geometry as XYZ:
```
53
C21H26N2O4 (ωB97M-V with the def2-TZVPD basis set)
C 5.37810 -0.11774 -4.24824
O 4.47736 -1.19256 -4.37781
C 3.31851 -1.15122 -3.66850
C 2.47307 -2.24450 -3.82411
C 1.26430 -2.31521 -3.13996
O 0.52883 -3.44021 -3.35534
C -0.70515 -3.57470 -2.69128
C 0.88401 -1.27194 -2.30167
C 1.72545 -0.17436 -2.15793
C 1.38272 0.95004 -1.23814
O 2.22626 1.58585 -0.63157
N 0.06442 1.23169 -1.15458
C -0.49151 2.07995 -0.13575
C -1.82238 1.47280 0.30588
O -2.41012 0.66687 -0.39018
N -2.28723 1.93442 1.47616
C -3.53306 1.46803 2.06469
C -3.94248 2.42667 3.17415
C -3.43792 0.00447 2.52655
C -2.35621 -0.28496 3.57354
C -0.95903 -0.13718 3.03623
C -0.10047 0.83741 3.52764
C 1.18782 0.96249 3.03435
C 1.63747 0.11084 2.04060
C 0.78878 -0.86421 1.54282
C -0.49612 -0.98818 2.03855
C 2.94252 -0.11307 -2.82272
H 4.93161 0.82298 -4.58532
H 6.22414 -0.36490 -4.88764
H 5.72365 -0.00547 -3.21608
H 2.76215 -3.05274 -4.47487
H -1.40076 -2.77450 -2.96335
H -1.11151 -4.53040 -3.01857
H -0.57804 -3.59113 -1.60396
H -0.03631 -1.32252 -1.74223
H -0.62453 0.65552 -1.62127
H -0.68277 3.08933 -0.52629
H 0.21935 2.15426 0.69198
H -1.68673 2.50007 2.05438
H -4.28467 1.49708 1.26475
H -3.18327 2.46705 3.95142
H -4.87824 2.10276 3.62092
H -4.07964 3.42864 2.77429
H -3.25067 -0.60454 1.64151
H -4.41118 -0.28078 2.93064
H -2.49183 -1.31654 3.91041
H -2.49141 0.36228 4.44158
H -0.43844 1.50086 4.31353
H 1.84304 1.72579 3.42834
H 2.63556 0.21491 1.64610
H 1.13741 -1.53184 0.76816
H -1.14887 -1.75865 1.65315
H 3.56401 0.75099 -2.65496
```

=====

Which of them is the most stable? Correct choice: B.

=====

--- A ---
Density functional theory data (ωB97M-V with the def2-TZVPD basis set) for a molecular structure, C33H35CdF3GeN6O5Se.

The calculation puts the lowest unoccupied orbital energy at 4.3 eV. As for the net charge: -2. Its frontier orbital gap is 5.852 eV. As for the spin multiplicity: 1.

Geometry as XYZ:
```
85
C33H35CdF3GeN6O5Se (ωB97M-V with the def2-TZVPD basis set)
Cd 0.57194 -0.07600 0.08382
O 2.68293 5.28534 -3.10609
C 2.38387 4.14834 -2.40977
C 2.22296 2.92988 -3.04299
C 1.91288 1.81901 -2.28253
N 1.70733 1.88450 -0.95824
C 1.89234 3.07043 -0.34859
C 2.24952 4.21856 -1.03813
C 1.62075 3.20254 1.15209
O 2.22017 4.14038 1.72699
O 0.77413 2.40182 1.59791
C 1.82342 0.45441 -2.97865
O 1.94665 0.48480 -4.22092
O 1.63705 -0.51589 -2.21292
H 2.74823 5.04352 -4.03411
H 2.33704 2.79672 -4.11464
H 2.40250 5.13595 -0.48690
C 4.04260 -6.67987 -1.52765
C 3.03691 -5.56744 -1.33909
C 1.67545 -5.74642 -1.57896
C 0.76611 -4.73308 -1.35489
C 1.11830 -3.45097 -0.84109
N 0.19298 -2.49365 -0.58363
C -1.09412 -2.85285 -0.25955
C -1.41556 -3.90702 0.62565
C -2.70879 -4.18052 1.02320
C -3.79120 -3.42351 0.56800
C -5.20164 -3.66308 1.05535
C -3.50604 -2.39644 -0.31191
C -2.20739 -2.12447 -0.72594
N -2.05049 -1.12186 -1.73696
C -2.70994 -1.10055 -2.91836
C -2.25586 -0.01041 -3.62146
C -1.29997 0.57556 -2.77320
N -1.18856 -0.09829 -1.63924
C 2.52739 -3.26213 -0.70820
C 3.42362 -4.30480 -0.92256
N 3.12726 -2.00520 -0.35958
C 4.23170 -1.48944 -0.93831
C 4.56129 -0.34055 -0.25663
C 3.56857 -0.22781 0.73191
N 2.70375 -1.23688 0.66586
H 3.57746 -7.65553 -1.36681
H 4.86806 -6.58428 -0.81862
H 4.47475 -6.68391 -2.53597
H 1.32277 -6.70316 -1.95889
H -0.27824 -4.90204 -1.58070
H -0.59222 -4.48061 1.03109
H -2.88927 -4.99322 1.72357
H -5.26179 -4.58893 1.63320
H -5.90913 -3.73736 0.22219
H -5.54093 -2.84651 1.70070
H -4.31038 -1.76658 -0.69056
H -3.42383 -1.86928 -3.16950
H -2.55549 0.31177 -4.60702
H -0.67827 1.43799 -2.96497
H 4.47798 -4.10841 -0.74444
H 4.66731 -1.94493 -1.81376
H 5.37241 0.33690 -0.46965
H 3.42838 0.54141 1.48022
C -0.81952 2.63706 4.27626
Ge -1.74489 3.91570 3.15250
C -3.02189 4.93456 4.29070
C -0.58939 5.30461 2.41006
C -2.99800 3.07468 1.89499
Se -2.32307 2.07106 0.36497
C -1.59709 3.61480 -0.56586
H -0.25216 3.15261 5.05623
H -0.13735 2.06288 3.64353
H -1.54005 1.95451 4.73607
H -2.49671 5.43012 5.11813
H -3.79160 4.28076 4.71888
H -3.52350 5.70790 3.69630
H -0.38364 6.03471 3.19863
H -1.07184 5.81823 1.57447
H 0.36168 4.87213 2.07867
H -3.69878 3.82746 1.53346
H -3.56208 2.34236 2.47678
H -0.88073 4.10786 0.08983
H -2.39074 4.30262 -0.85583
H -1.07408 3.26015 -1.45367
F 0.16267 0.04422 3.19097
C -0.29629 -0.63144 2.08471
F -1.68144 -0.51248 2.19540
F -0.07917 -1.95302 2.42465
```

=====

--- B ---
Density functional theory data (ωB97M-V with the def2-TZVPD basis set) for a molecular structure, C33H35CdF3GeN6O5Se.

The calculation puts the lowest unoccupied orbital energy at 4.2 eV. As for the net charge: -2. Its frontier orbital gap is 6.131 eV. As for the spin multiplicity: 1.

Geometry as XYZ:
```
85
C33H35CdF3GeN6O5Se (ωB97M-V with the def2-TZVPD basis set)
Cd 0.93769 -0.19820 1.07612
O 3.34997 -6.27088 2.04185
C 3.04105 -5.00132 1.61360
C 3.97612 -3.98192 1.63050
C 3.61012 -2.72158 1.17660
N 2.36069 -2.45125 0.79010
C 1.47408 -3.44774 0.75855
C 1.76747 -4.74698 1.13949
C 0.06849 -3.12417 0.22966
O -0.72708 -4.06712 0.13391
O -0.13444 -1.91649 -0.08883
C 4.72870 -1.66095 1.00436
O 5.78891 -1.91974 1.60927
O 4.46778 -0.73707 0.21043
H 4.26815 -6.25574 2.33150
H 5.00100 -4.11786 1.95692
H 1.00364 -5.50788 1.07655
C -5.79676 -1.47482 4.22829
C -4.64648 -1.02275 3.36773
C -4.79735 -0.08046 2.35637
C -3.72329 0.35633 1.60907
C -2.39023 -0.11476 1.78291
N -1.36223 0.38133 1.04510
C -1.75481 0.88228 -0.19062
C -2.32764 0.05931 -1.17256
C -2.82992 0.58219 -2.35023
C -2.76952 1.94618 -2.63369
C -3.35598 2.51218 -3.90152
C -2.11964 2.75937 -1.71522
C -1.61941 2.23433 -0.52969
N -0.93593 3.10031 0.36873
C -1.40309 4.20729 0.98288
C -0.35499 4.73414 1.70188
C 0.71670 3.85037 1.45902
N 0.35585 2.87162 0.64778
C -2.27185 -1.09566 2.80693
C -3.35989 -1.49922 3.56818
N -1.04565 -1.75996 3.09774
C -0.90108 -3.07318 3.38061
C 0.38032 -3.25152 3.84447
C 0.95359 -1.97061 3.79224
N 0.08367 -1.07195 3.34676
H -6.75056 -1.19148 3.77857
H -5.76156 -1.03013 5.22814
H -5.80116 -2.56018 4.35707
H -5.78022 0.33698 2.15382
H -3.90005 1.10451 0.84801
H -2.37323 -1.00110 -0.95711
H -3.29326 -0.08556 -3.07050
H -3.99084 1.77540 -4.39587
H -2.57782 2.80692 -4.60770
H -3.96473 3.39670 -3.69854
H -1.99124 3.82158 -1.89939
H -2.43709 4.49026 0.87870
H -0.37036 5.60088 2.34022
H 1.71982 3.85394 1.85335
H -3.17591 -2.22529 4.35359
H -1.69064 -3.77234 3.16705
H 0.85669 -4.18107 4.10332
H 1.96448 -1.66082 4.00674
C 2.93398 0.85633 -5.12461
Ge 1.80558 2.10942 -4.12339
C 2.89377 3.65368 -3.60478
C 0.35979 2.73653 -5.30661
C 1.04617 1.30219 -2.52355
Se 2.40875 0.51441 -1.36102
C 2.40053 -1.24508 -2.17327
H 3.40256 1.35342 -5.97636
H 2.34694 0.01390 -5.49340
H 3.71819 0.47265 -4.47150
H 3.46260 4.04295 -4.45108
H 3.58879 3.35727 -2.81841
H 2.25745 4.45062 -3.21591
H 0.74618 3.23889 -6.19589
H -0.27958 3.43571 -4.76430
H -0.25432 1.89267 -5.62615
H 0.27013 0.56724 -2.74547
H 0.58216 2.08890 -1.93205
H 2.61104 -1.18103 -3.23895
H 1.43931 -1.71635 -1.97783
H 3.19287 -1.77654 -1.65441
F 1.78035 1.58875 3.43662
C 2.40531 0.88387 2.41473
F 3.18374 1.84334 1.80990
F 3.30868 0.10161 3.09446
```

=====

Which of them is the most stable? Correct choice: B.